DFT (ωB97M-V/def2-TZVPD) results for a single C4H14N4 molecule.

highest occupied orbital energy = -7.9 eV
ΔE to the lowest compared entry with this formula, charge and spin = 252.8 kJ/mol
largest force on an atom = 0.0396 hartree/bohr
lowest unoccupied orbital energy = 0.82 eV
electronic energy = -379.73752 a.u.
orbital gap = 8.759 eV

Geometry as ORCA input:
```
! wB97M-V def2-TZVPD RIJCOSX def2/J DEFGRID3
* xyz 0 1
C -0.85219 -1.58320 0.74508
C 0.83316 1.36050 -0.93826
C -0.92908 -0.06561 1.01175
C 1.89343 1.27020 0.13301
N -0.70980 0.75899 -0.18825
N -1.82539 -1.94273 -0.27566
N 0.48223 -2.09691 0.42151
N 0.36547 2.62147 -1.17691
H -1.33027 0.46540 -0.94016
H -1.16165 -2.07681 1.67166
H 1.01332 0.66292 -1.76751
H 1.12337 -1.97366 1.19822
H -1.49239 -1.66029 -1.19265
H -1.91447 -2.95206 -0.31475
H 0.86869 -1.59463 -0.37179
H -0.79124 1.91659 -0.24480
H 0.01612 2.72208 -2.12718
H -0.17928 0.21502 1.75259
H -1.91678 0.16161 1.42367
H 2.85042 1.53400 -0.31581
H 1.68235 1.98616 0.92917
H 1.97397 0.27099 0.56707
*
```

Atomic partial charges in e from the natural (NBO) method, atoms 1 to 2: atom 1 (C): 0.0963, atom 2 (C): 0.1868